Record 1
{"formula": "C5H12F7MgNO7S2V", "method": "ωB97M-V/def2-TZVPD", "species": ["Mg", "V", "C", "F", "F", "F", "S", "O", "O", "N", "S", "O", "O", "C", "F", "F", "F", "F", "C", "O", "H", "H", "H", "H", "C", "O", "H", "H", "H", "H", "C", "O", "H", "H", "H", "H"], "xyz": [[0.970407, -0.647861, -1.216301], [-1.994880, 1.738002, 0.322257], [2.288777, -2.470893, 1.749346], [2.699836, -1.472026, 2.496555], [2.451653, -3.605838, 2.366870], [0.969193, -2.313899, 1.471503], [3.183483, -2.475642, 0.061915], [4.568559, -2.762059, 0.182454], [2.453020, -3.488510, -0.653198], [2.715233, -0.897049, -0.588003], [4.108052, -0.146108, -0.326755], [4.605013, -0.193202, 1.020029], [5.092586, -0.275990, -1.357895], [3.365563, 1.597556, -0.545498], [4.294733, 2.503566, -0.620534], [2.662988, 1.576815, -1.710979], [2.455651, 1.824001, 0.416675], [-0.243199, 0.499723, -0.294043], [-1.651072, -0.237535, 2.710624], [-1.831427, 1.181770, 2.432945], [-0.738917, -0.282982, 3.311402], [-2.495116, -0.646582, 3.257390], [-1.332080, -0.854595, 1.871305], [-1.444839, 1.597248, 3.213442], [-2.148269, 1.547715, -3.067748], [-1.734037, 2.366467, -1.988033], [-1.372127, 1.375371, -3.823597], [-2.388003, 0.516213, -2.809586], [-2.974075, 1.886070, -3.696619], [-1.189761, 3.079307, -2.344353], [-4.547217, 0.075568, -0.226998], [-3.117836, 0.025410, -0.400105], [-5.083492, 0.189594, -1.170285], [-4.790938, -0.859973, 0.276141], [-4.890699, 0.915390, 0.381591], [-2.916757, -0.865044, -0.701921]], "forces_ev_per_a": [[-0.63, 0.81, 0.47], [1.36, -1.53, -1.00], [0.75, 0.41, -0.42], [-0.29, 0.06, 0.13], [0.12, -0.15, -0.21], [-0.12, 0.29, -0.12], [-1.14, -2.91, -0.37], [-0.26, 1.19, 0.33], [-1.16, 1.17, -0.25], [1.78, -3.48, 1.67], [3.36, 4.53, -0.08], [-1.30, -0.07, -0.37], [-1.28, -0.25, -0.09], [0.49, -1.59, 0.07], [-0.34, 0.18, 0.31], [-0.44, 0.09, -0.39], [0.34, 0.43, 0.01], [-0.67, -0.08, -0.26], [1.35, -0.55, 0.85], [-0.23, -0.33, -1.13], [-0.32, -0.18, 0.40], [-0.09, 0.08, -0.17], [-0.68, 0.50, -0.56], [-0.18, 0.64, -0.24], [0.09, -1.44, -2.19], [-0.36, -0.21, 0.96], [0.46, 0.54, 0.36], [-0.15, 0.30, 0.90], [-0.24, 0.65, 0.70], [-0.08, 0.13, 0.17], [-1.09, -0.54, 0.15], [0.22, 1.29, 0.28], [0.30, -0.29, -0.12], [-0.57, 0.23, -0.05], [0.60, 0.01, 0.24], [0.41, 0.07, 0.05]], "lowdin_spin": [-0.0003, 2.9009, 0.0000, 0.0000, 0.0000, 0.0000, 0.0000, 0.0000, 0.0000, -0.0001, 0.0000, 0.0000, 0.0000, 0.0000, 0.0000, 0.0000, 0.0000, 0.0202, 0.0039, 0.0250, 0.0005, 0.0002, 0.0004, 0.0004, 0.0012, 0.0168, 0.0001, 0.0000, 0.0002, 0.0004, 0.0053, 0.0227, 0.0002, 0.0004, 0.0014, 0.0003], "homo_energy_ha": [-0.587, -0.587], "orbital_gap_ev": [7.42, 7.48], "relative_energy_kj_mol": 232.5, "charge": 2, "lumo_energy_ev": [-8.56, -8.50], "spin_multiplicity": 4}

---

Record 2
{"formula": "C20H18N5OPm", "method": "ωB97M-V/def2-TZVPD", "species": ["Pm", "C", "C", "N", "C", "C", "C", "C", "C", "C", "C", "N", "C", "C", "C", "C", "C", "C", "C", "C", "N", "C", "H", "H", "H", "H", "H", "H", "H", "H", "H", "H", "H", "H", "C", "N", "C", "N", "O", "H", "H", "H", "H", "H", "H"], "xyz": [[-0.645091, 0.287053, -1.714685], [-4.746173, -0.570884, 0.388960], [-3.813239, -0.125649, -0.551746], [-2.545024, 0.118689, -0.254316], [-2.098966, -0.079456, 1.028464], [-2.955988, -0.616750, 2.010490], [-4.307734, -0.830012, 1.660315], [-2.442407, -0.926925, 3.290948], [-1.113449, -0.737732, 3.534374], [-0.259371, -0.171932, 2.562857], [-0.729495, 0.234294, 1.331791], [-0.004972, 0.865307, 0.305119], [1.158137, 1.625099, 0.478837], [1.714631, 2.046507, 1.670449], [2.900484, 2.804138, 1.705832], [3.545751, 3.171605, 0.560335], [2.971807, 2.837731, -0.688110], [3.520482, 3.268490, -1.910964], [2.878044, 2.995242, -3.095467], [1.684711, 2.281018, -3.050892], [1.152705, 1.822318, -1.919718], [1.773405, 2.091049, -0.727986], [-5.775449, -0.722313, 0.099650], [-4.122412, 0.043750, -1.579070], [-4.989641, -1.206648, 2.412658], [-3.106535, -1.326375, 4.045167], [-0.693879, -1.006770, 4.493861], [0.785131, -0.068360, 2.808442], [1.229816, 1.831842, 2.607974], [3.296880, 3.097714, 2.668062], [4.461734, 3.745426, 0.585721], [4.442858, 3.835494, -1.902788], [3.266931, 3.334799, -4.043782], [1.144366, 2.074329, -3.970479], [-1.142109, -3.301080, -0.367597], [0.026912, -3.712929, -1.127843], [0.743108, -2.874617, -1.869937], [1.848755, -3.292817, -2.485631], [0.384705, -1.655298, -1.996113], [-1.556023, -4.179824, 0.117869], [-1.910860, -2.891769, -1.026157], [-0.876036, -2.573689, 0.402520], [0.346407, -4.663254, -1.031436], [2.184655, -4.238689, -2.415903], [2.372440, -2.638121, -3.040076]], "forces_ev_per_a": [[-0.15, -0.09, -0.41], [0.06, -0.05, -0.01], [-0.03, 0.06, 0.08], [-0.24, 0.11, 0.11], [0.04, 0.04, 0.06], [0.01, -0.03, 0.05], [0.04, 0.00, 0.00], [0.02, 0.01, -0.02], [-0.04, 0.00, -0.05], [-0.03, -0.03, -0.03], [0.00, 0.04, -0.03], [0.01, -0.21, -0.18], [0.10, 0.21, 0.29], [-0.19, -0.10, -0.23], [0.19, 0.12, -0.17], [-0.06, -0.02, 0.13], [-0.08, 0.04, 0.06], [-0.11, -0.04, -0.13], [0.09, 0.10, 0.10], [-0.07, -0.16, 0.19], [0.24, 0.21, -0.05], [0.14, 0.00, 0.17], [0.00, 0.00, -0.01], [0.01, 0.01, 0.01], [-0.01, 0.00, 0.00], [0.01, 0.00, 0.02], [0.00, -0.01, 0.01], [0.02, 0.03, -0.01], [-0.01, -0.03, 0.01], [0.01, 0.00, 0.00], [0.01, 0.00, 0.02], [0.01, 0.00, -0.01], [0.00, 0.00, -0.01], [0.01, -0.02, 0.00], [-0.03, 0.03, 0.02], [0.09, -0.04, -0.03], [0.16, 0.05, 0.03], [-0.07, -0.03, 0.02], [-0.14, -0.21, 0.02], [0.00, 0.01, 0.01], [0.01, -0.01, 0.01], [-0.01, -0.01, -0.01], [-0.02, 0.00, -0.01], [0.00, 0.00, -0.01], [0.01, -0.01, -0.01]], "lowdin_spin": [4.0475, 0.0002, -0.0004, -0.0057, 0.0006, 0.0001, -0.0007, -0.0022, 0.0001, -0.0030, -0.0001, -0.0180, 0.0012, -0.0018, 0.0001, -0.0014, 0.0000, 0.0003, -0.0003, -0.0007, -0.0100, 0.0011, 0.0000, 0.0002, 0.0000, -0.0001, 0.0000, -0.0001, -0.0001, 0.0000, -0.0001, 0.0000, -0.0001, -0.0001, 0.0005, 0.0001, 0.0001, 0.0002, -0.0079, 0.0000, 0.0002, 0.0001, 0.0000, 0.0000, 0.0000], "homo_energy_ha": [-0.479, -0.479], "orbital_gap_ev": [6.71, 6.82], "charge": 2, "lumo_energy_ev": [-6.32, -6.22], "spin_multiplicity": 5}

---

Record 3
{"formula": "C9H18Cl10O2", "method": "ωB97M-V/def2-TZVPD", "species": ["C", "Cl", "Cl", "Cl", "Cl", "C", "C", "O", "O", "H", "H", "H", "H", "H", "H", "Cl", "C", "C", "Cl", "H", "H", "H", "H", "Cl", "C", "C", "Cl", "H", "H", "H", "H", "Cl", "C", "C", "Cl", "H", "H", "H", "H"], "xyz": [[0.589690, -2.563963, -3.066380], [0.418764, -4.196962, -3.641260], [1.599680, -2.922406, -1.633500], [1.541725, -1.505192, -4.146952], [-0.983819, -1.758153, -2.800209], [-1.678901, -1.096707, 1.638506], [-0.297460, -1.779273, 1.840651], [-0.252111, -2.164948, 3.199174], [-2.837251, -1.985475, 1.613652], [-1.591602, -0.477531, 0.745701], [-1.872918, -0.343068, 2.401708], [0.540891, -1.131861, 1.583497], [-0.111407, -2.671000, 1.242062], [-1.007253, -2.740836, 3.339525], [-2.889141, -2.362483, 0.732300], [5.247427, 1.916859, 3.156626], [4.361180, 1.205397, 1.803424], [5.230660, 1.033714, 0.633930], [4.525190, 0.155827, -0.699220], [3.403690, 1.635259, 1.509258], [4.072671, 0.230423, 2.196238], [6.166364, 0.534026, 0.884662], [5.421254, 2.006889, 0.181480], [-4.157851, 2.518871, 1.580661], [-4.782418, 0.928468, 1.024334], [-4.760355, 0.631085, -0.498214], [-3.108138, 1.052087, -1.117261], [-5.835174, 0.872805, 1.301311], [-4.286288, 0.083360, 1.501547], [-5.541237, 1.177492, -1.027127], [-4.962611, -0.418296, -0.712680], [2.750666, 2.911946, -2.271700], [1.112801, 2.255817, -2.436504], [0.654962, 1.154291, -1.487811], [0.834891, 1.547980, 0.270605], [0.970307, 2.019458, -3.490986], [0.549315, 3.151433, -2.174860], [1.329094, 0.300485, -1.556035], [-0.365286, 0.794182, -1.620152]], "forces_ev_per_a": [[0.79, -0.01, 0.29], [-0.88, -0.35, -1.41], [-0.30, 1.34, 0.76], [-0.29, -0.40, 0.09], [0.63, -0.53, 0.32], [0.60, 0.15, -1.12], [-1.40, -0.14, 0.61], [0.80, -0.08, 0.50], [1.07, 0.65, 0.13], [-0.42, -0.24, -0.51], [0.19, -0.43, 0.44], [-0.21, 0.43, 0.44], [-0.55, -0.10, -0.54], [-0.09, -0.09, 0.10], [0.07, -0.13, -0.09], [-0.09, 0.65, -0.05], [-1.43, -1.75, 0.70], [1.57, 1.01, -0.83], [-0.77, -0.91, -0.48], [0.28, 0.84, 0.41], [0.04, -0.17, -0.12], [-0.06, 0.18, 0.04], [0.43, 0.06, 0.31], [-0.20, -0.77, -0.43], [-0.72, -0.91, -0.74], [0.41, 0.90, 0.66], [-0.65, -0.28, -0.32], [0.04, 0.17, 0.23], [0.35, 0.48, 0.33], [0.47, 0.41, -0.12], [0.32, -0.05, 0.35], [0.57, -0.53, 0.17], [-1.17, 1.08, 0.67], [1.52, -0.77, 0.36], [-0.27, 0.39, -0.37], [-0.12, -0.28, 0.23], [-0.49, -0.18, -0.40], [-0.13, -0.12, -0.34], [0.09, 0.47, -0.28]], "nbo_charge": [-0.2182, 0.0748, 0.0418, 0.0488, 0.0557, -0.1141, -0.0987, -0.7200, -0.7386, 0.1757, 0.1960, 0.1963, 0.1631, 0.4678, 0.4684, -0.0413, -0.4056, -0.3994, -0.0476, 0.2364, 0.2152, 0.2220, 0.2187, -0.0398, -0.4028, -0.3616, -0.0889, 0.2189, 0.2378, 0.2177, 0.2231, -0.0474, -0.4041, -0.3800, -0.0844, 0.2324, 0.2235, 0.2220, 0.2365], "homo_energy_ha": -0.368, "orbital_gap_ev": 9.85, "relative_energy_kj_mol": 114.1, "lumo_energy_ev": -0.16}

---

Record 4
{"formula": "CHClF2N2", "method": "ωB97M-V/def2-TZVPD", "species": ["H", "N", "C", "Cl", "N", "F", "F"], "xyz": [[0.078761, 0.542110, -0.301019], [0.077710, 0.014118, 0.560232], [-0.415462, -1.106966, 0.590193], [-1.178756, -2.124057, -0.534352], [-0.319338, -1.898046, 2.062621], [-1.620066, -2.214101, 2.390059], [0.034411, -0.961143, 2.972708]], "forces_ev_per_a": [[-0.07, -0.18, -0.30], [0.13, 0.18, 0.11], [-0.06, -0.79, 3.08], [-0.01, -0.08, -0.19], [0.49, 0.20, -2.73], [-0.31, 0.25, -0.02], [-0.17, 0.42, 0.06]], "nbo_charge": [0.3839, -0.5993, 0.3095, 0.0603, 0.2829, -0.2329, -0.2045], "homo_energy_ha": -0.390, "orbital_gap_ev": 11.26, "relative_energy_kj_mol": 21.1, "lumo_energy_ev": 0.65}

---

| no. | largest force on an atom (eV/Å) | calculated total energy (a.u.) |
| --- | --- | --- |
| 1 | 5.65 | -3418.0419 |
| 2 | 0.44 | -1729.9576 |
| 3 | 2.37 | -5106.0625 |
| 4 | 3.18 | -807.9758 |